Record 1
This record from the Open Molecules 2025 dataset describes a structure of composition C3H4FeO3. The level of theory is ωB97M-V/def2-TZVPD.

Calculated values
Frontier orbital gap (alpha / beta) = 8.5 / 7.8 eV
Net charge = +2
⟨S²⟩ = 6.01
Energy above the lowest of the compared OMol25 structures with the same formula, charge and spin = 0.600 eV
Spin multiplicity = 5
Highest occupied orbital energy (alpha / beta) = -20.2 / -20.2 eV

Each line ends with the Mulliken spin population.
CARTESIAN COORDINATES (ANGSTROEM)
O 0.426 0.543 0.570  0.004
Fe -2.604 1.120 3.086  3.759
O -1.102 0.698 2.242  0.176
C -0.529 -0.131 1.538  0.018
O -0.731 -1.256 1.135  0.040
C 0.661 -0.318 -0.365  0.000
C 0.664 0.100 -1.766  0.003
H 1.178 -1.240 -0.065  0.000
H 1.675 -0.080 -2.165  0.000
H -0.003 -0.581 -2.318  0.000
H 0.365 1.144 -1.893  0.000

---

Record 2
This record from the Open Molecules 2025 dataset describes a structure of composition C3H4HgO4. The level of theory is ωB97M-V/def2-TZVPD.

Calculated values
Frontier orbital gap (alpha / beta) = 4.6 / 5.3 eV
Net charge = -1
⟨S²⟩ = 0.76
Energy above the lowest of the compared OMol25 structures with the same formula, charge and spin = 1.856 eV
Spin multiplicity = 2
Highest occupied orbital energy (alpha / beta) = -2.1 / -2.8 eV

Each line ends with the Mulliken spin population.
CARTESIAN COORDINATES (ANGSTROEM)
C -1.947 -0.421 -0.113  -0.006
C -0.665 0.344 -0.245  0.029
O 0.426 -0.234 -0.267  -0.007
O -3.015 0.479 0.057  0.000
H -1.845 -1.112 0.743  0.002
H -2.061 -1.036 -1.024  0.003
H -0.711 1.422 0.012  -0.001
H -3.846 -0.004 0.035  0.000
C 3.510 0.150 1.192  0.311
O 3.511 1.235 0.472  0.200
O 3.756 -0.904 0.467  0.199
Hg 2.888 0.081 -1.329  0.271